{
  "formula": "C4H10O2",
  "method": "ωB97M-V/def2-TZVPD",
  "spin_multiplicity": 1,
  "homo_ev": [-7.57, -7.57],
  "homo_lumo_gap_ev": [8.3, 8.3],
  "lumo_ha": [0.0272, 0.0272],
  "symbols": ["C", "O", "C", "C", "O", "C", "H", "H", "H", "H", "H", "H", "H", "H", "H", "H"],
  "xyz": [[2.885, -0.210, -0.120], [1.599, 0.328, -0.296], [0.648, -0.314, 0.521], [-0.677, 0.338, 0.321], [-1.708, -0.456, 0.261], [-2.930, -0.056, -0.002], [3.562, 0.346, -0.772], [3.228, -0.111, 0.923], [2.917, -1.277, -0.393], [0.555, -1.382, 0.267], [0.978, -0.254, 1.576], [-0.848, 1.379, 0.588], [-1.283, 0.862, -1.517], [-3.658, -0.856, -0.013], [-3.208, 0.959, 0.268], [-2.060, 0.704, -1.612]],
  "forces_ev_per_a": [[0.31, -0.09, 0.01], [-0.06, 0.05, -0.05], [-0.20, -0.15, 0.15], [-0.03, 0.01, 0.10], [0.10, 0.02, -0.04], [-0.14, 0.04, 0.15], [-0.09, -0.09, 0.10], [-0.07, 0.00, -0.15], [-0.02, 0.16, 0.03], [0.02, 0.13, 0.03], [-0.03, 0.02, -0.14], [0.02, -0.12, -0.09], [-0.17, -0.01, -0.05], [0.11, 0.08, -0.02], [0.05, -0.13, -0.06], [0.19, 0.08, 0.01]]
}


{
  "formula": "C8H11NO",
  "method": "ωB97M-V/def2-TZVPD",
  "spin_multiplicity": 1,
  "homo_ev": -8.18,
  "homo_lumo_gap_ev": 8.5,
  "lumo_ha": 0.0116,
  "symbols": ["C", "C", "C", "C", "C", "C", "C", "C", "H", "H", "H", "H", "H", "H", "H", "H", "H", "H", "H", "N", "O"],
  "xyz": [[-1.427, -1.416, 0.616], [-0.084, -0.778, 0.314], [0.895, -1.325, 1.189], [2.188, -0.748, 1.136], [2.547, 0.416, 0.233], [1.548, 0.680, -0.842], [0.239, 0.276, -0.680], [-0.813, 0.726, -1.628], [-2.699, 0.613, 0.633], [-1.144, 0.699, 1.809], [-1.593, -2.238, 1.270], [-2.041, -1.451, -0.495], [0.835, -2.471, 1.485], [3.037, -1.110, 1.806], [3.448, 1.486, 0.611], [1.803, 1.225, -1.855], [-0.111, 1.216, -2.450], [-1.255, 0.009, -2.359], [-1.360, 2.678, -1.190], [-2.206, -0.150, 1.421], [-1.807, 1.667, -1.026]],
  "forces_ev_per_a": [[-3.19, 5.96, -4.05], [0.97, -1.11, 1.21], [1.74, -1.20, -2.53], [2.16, 2.79, -0.48], [-1.16, 0.53, 1.26], [2.10, 1.03, 0.82], [-1.02, -3.33, 1.75], [1.28, 2.05, -2.78], [2.18, -3.04, 2.60], [-4.01, -3.30, -1.52], [0.59, -0.70, 0.13], [1.39, -0.48, 3.34], [-0.31, 2.84, 0.12], [-1.42, 0.54, -0.83], [-2.56, -4.19, -1.64], [-0.32, -0.59, 2.52], [-1.72, 0.04, 1.47], [-0.56, -0.06, 1.53], [-1.98, -4.35, 0.82], [2.61, 3.58, -1.77], [3.22, 2.99, -1.97]]
}


{
  "formula": "C15H15N3PPr",
  "method": "ωB97M-V/def2-TZVPD",
  "spin_multiplicity": 3,
  "homo_ev": [-5.22, -5.22],
  "homo_lumo_gap_ev": [4.2, 4.2],
  "lumo_ha": [-0.0360, -0.0360],
  "symbols": ["C", "C", "C", "C", "C", "Pr", "P", "H", "H", "H", "H", "H", "H", "H", "H", "N", "C", "C", "C", "C", "C", "C", "C", "N", "C", "C", "N", "C", "H", "H", "H", "H", "H", "H", "H"],
  "xyz": [[4.757, -1.337, -0.418], [5.507, -2.131, 0.398], [5.054, -3.092, 1.360], [3.700, -3.554, 1.534], [2.558, -3.123, 0.915], [2.784, -0.856, 0.643], [3.029, 0.479, -2.208], [5.291, -0.876, -1.265], [6.599, -2.079, 0.285], [5.843, -3.639, 1.889], [1.705, -3.824, 0.932], [3.628, -4.402, 2.233], [2.249, 0.035, -3.321], [4.222, 0.779, -2.931], [2.557, 1.812, -2.204], [-7.590, 3.567, 1.277], [-6.548, 3.057, 1.100], [-5.265, 2.441, 0.831], [-4.200, 2.526, 1.736], [-2.988, 1.894, 1.454], [-2.820, 1.258, 0.218], [-3.887, 1.145, -0.678], [-5.103, 1.753, -0.375], [-1.565, 0.725, -0.186], [-1.175, 0.464, -1.518], [-0.051, -0.307, -1.455], [0.382, -0.364, -0.128], [-0.575, 0.233, 0.618], [-4.332, 3.089, 2.655], [-2.172, 1.899, 2.177], [-3.769, 0.536, -1.579], [-5.935, 1.688, -1.088], [-1.723, 0.840, -2.366], [0.471, -0.838, -2.251], [-0.639, 0.202, 1.711]],
  "forces_ev_per_a": [[-1.14, 1.02, -1.16], [0.51, -1.11, 1.03], [-0.40, 0.61, -0.23], [1.37, -0.32, 0.45], [-1.10, 0.61, -0.91], [1.62, -1.40, 0.45], [0.08, 0.00, -0.17], [0.07, -0.14, 0.38], [-0.14, -0.17, 0.16], [-0.41, 0.30, 0.02], [0.25, 0.28, 0.27], [0.09, 0.06, -0.25], [0.29, 0.32, 0.14], [-0.35, -0.23, 0.28], [-0.13, 0.06, -0.29], [2.61, -1.31, -0.40], [-2.15, 1.25, 0.42], [0.06, 0.08, -0.18], [0.01, -0.35, -0.06], [-0.08, 0.13, -0.28], [-0.30, 0.16, -0.13], [-0.11, 0.07, 0.20], [-0.01, -0.28, -0.32], [0.90, -0.24, -0.30], [-0.25, -0.64, 0.73], [-0.04, 0.78, 0.84], [-1.91, 0.34, 0.43], [0.65, -0.87, -1.47], [0.06, -0.20, -0.07], [-0.23, 0.25, -0.24], [-0.13, 0.41, 0.30], [0.38, 0.00, 0.43], [-0.10, -0.14, 0.15], [-0.12, 0.48, 0.37], [0.14, 0.17, -0.61]]
}


{
  "formula": "C52H82O23S",
  "method": "ωB97M-V/def2-TZVPD",
  "spin_multiplicity": 1,
  "homo_ev": -8.78,
  "homo_lumo_gap_ev": 8.9,
  "lumo_ha": 0.0033,
  "symbols": ["C", "C", "C", "C", "C", "C", "C", "C", "C", "C", "C", "C", "C", "C", "O", "C", "O", "O", "C", "S", "C", "C", "O", "C", "C", "O", "C", "C", "C", "C", "C", "C", "C", "C", "C", "C", "C", "C", "C", "C", "H", "H", "H", "H", "H", "H", "H", "H", "H", "H", "H", "H", "H", "H", "H", "H", "H", "H", "H", "H", "H", "H", "H", "H", "H", "H", "H", "H", "H", "H", "H", "H", "H", "H", "H", "H", "H", "H", "H", "H", "H", "H", "H", "H", "H", "H", "C", "O", "C", "O", "O", "C", "H", "H", "H", "H", "H", "H", "C", "O", "C", "O", "O", "C", "H", "H", "H", "H", "H", "H", "C", "O", "C", "O", "O", "C", "H", "H", "H", "H", "H", "H", "C", "O", "C", "O", "O", "C", "H", "H", "H", "H", "H", "H", "C", "O", "C", "O", "O", "C", "H", "H", "H", "H", "H", "H", "C", "O", "C", "O", "O", "C", "H", "H", "H", "H", "H", "H"],
  "xyz": [[8.942, -1.378, 5.445], [8.503, -1.816, 4.418], [7.855, -2.375, 3.233], [7.683, -1.345, 2.098], [6.674, -1.881, 1.054], [5.863, -0.805, 0.304], [5.198, -1.483, -0.908], [4.020, -2.409, -0.650], [3.415, -2.993, -1.767], [2.341, -3.847, -1.606], [1.824, -4.129, -0.345], [2.395, -3.553, 0.780], [1.900, -3.798, 2.182], [3.486, -2.699, 0.594], [6.892, 0.028, -0.288], [6.953, 1.228, 0.358], [7.832, 2.014, 0.289], [5.814, 1.358, 1.080], [5.005, 0.189, 1.131], [4.871, -0.096, 2.965], [3.576, 0.506, 0.595], [3.303, 1.980, 0.311], [1.911, 2.244, 0.264], [1.249, 1.409, -0.678], [-0.051, 2.031, -1.182], [-0.834, 2.617, -0.159], [-1.772, 1.738, 0.343], [-1.405, 0.725, 1.220], [-2.351, -0.147, 1.755], [-3.702, -0.045, 1.431], [-4.794, -0.954, 2.005], [-4.246, -1.917, 3.064], [-5.787, 0.005, 2.774], [-5.615, -1.637, 0.884], [-5.087, -2.959, 0.273], [-5.849, -3.131, -1.067], [-3.599, -2.930, -0.097], [-5.447, -4.203, 1.097], [-4.049, 0.975, 0.547], [-3.118, 1.841, 0.008], [9.325, -1.225, 6.426], [6.889, -2.789, 3.535], [8.457, -3.204, 2.853], [8.660, -1.246, 1.621], [7.429, -0.365, 2.496], [6.050, -2.644, 1.520], [7.258, -2.395, 0.290], [4.873, -0.709, -1.611], [5.972, -2.057, -1.416], [3.785, -2.810, -2.770], [1.870, -4.314, -2.463], [0.984, -4.804, -0.230], [2.773, -3.935, 2.827], [1.348, -2.946, 2.581], [1.330, -4.722, 2.260], [3.925, -2.266, 1.484], [5.055, -1.412, 3.165], [2.877, 0.235, 1.385], [3.307, -0.114, -0.257], [3.703, 2.602, 1.110], [3.779, 2.333, -0.616], [1.906, 1.230, -1.539], [0.994, 0.457, -0.196], [-0.607, 1.247, -1.708], [0.176, 2.799, -1.925], [-0.364, 0.625, 1.506], [-1.992, -0.897, 2.447], [-5.045, -2.587, 3.382], [-3.342, -2.448, 2.779], [-3.986, -1.327, 3.936], [-6.778, -0.009, 2.316], [-5.886, -0.297, 3.817], [-5.443, 1.038, 2.738], [-6.614, -1.839, 1.282], [-5.729, -0.940, 0.051], [-5.834, -2.200, -1.633], [-6.900, -3.352, -0.846], [-5.464, -3.975, -1.640], [-3.367, -3.892, -0.567], [-2.927, -2.834, 0.754], [-3.423, -2.171, -0.861], [-5.173, -5.079, 0.499], [-6.524, -4.273, 1.254], [-4.887, -4.284, 2.027], [-5.088, 1.114, 0.267], [-3.442, 2.626, -0.666], [-6.393, 3.730, -6.164], [-6.445, 3.511, -4.751], [-5.749, 4.390, -4.035], [-5.108, 5.304, -4.483], [-5.882, 4.066, -2.751], [-5.216, 4.916, -1.811], [-6.996, 2.951, -6.619], [-6.809, 4.704, -6.416], [-5.369, 3.653, -6.527], [-5.612, 5.929, -1.866], [-4.138, 4.918, -1.969], [-5.427, 4.510, -0.826], [-3.303, -1.545, -5.810], [-3.946, -2.545, -6.604], [-4.696, -3.397, -5.905], [-4.857, -3.378, -4.713], [-5.236, -4.270, -6.754], [-6.072, -5.249, -6.134], [-2.732, -0.927, -6.496], [-4.040, -0.930, -5.296], [-2.629, -2.002, -5.088], [-6.913, -4.775, -5.633], [-5.502, -5.848, -5.426], [-6.441, -5.888, -6.931], [5.721, 3.111, -3.641], [4.739, 2.840, -4.641], [3.882, 3.845, -4.829], [3.891, 4.894, -4.242], [3.013, 3.483, -5.770], [2.012, 4.469, -6.036], [6.351, 2.228, -3.567], [6.335, 3.963, -3.924], [5.246, 3.290, -2.677], [2.458, 5.394, -6.397], [1.428, 4.660, -5.138], [1.361, 4.064, -6.804], [1.927, 0.532, 5.198], [0.685, 0.039, 5.704], [0.022, 0.935, 6.440], [0.393, 2.052, 6.681], [-1.108, 0.384, 6.879], [-1.889, 1.267, 7.693], [2.385, -0.266, 4.621], [1.760, 1.391, 4.550], [2.588, 0.801, 6.020], [-2.188, 2.147, 7.125], [-1.332, 1.563, 8.580], [-2.773, 0.713, 7.993], [1.562, -3.376, 7.263], [1.986, -4.463, 6.434], [2.552, -5.472, 7.095], [2.721, -5.531, 8.284], [2.899, -6.406, 6.208], [3.522, -7.556, 6.783], [1.124, -2.633, 6.602], [0.810, -3.708, 7.977], [2.410, -2.938, 7.786], [2.847, -8.052, 7.478], [4.445, -7.280, 7.289], [3.750, -8.227, 5.960], [-2.414, 6.471, -3.930], [-1.449, 6.843, -4.917], [-1.317, 8.151, -5.119], [-1.932, 9.020, -4.560], [-0.379, 8.334, -6.052], [-0.131, 9.704, -6.369], [-2.401, 5.386, -3.890], [-2.140, 6.871, -2.953], [-3.406, 6.802, -4.212], [0.223, 10.244, -5.492], [-1.029, 10.177, -6.763], [0.643, 9.709, -7.131]],
  "forces_ev_per_a": [[0.03, -0.50, 0.09], [-0.16, -0.05, 0.12], [0.21, 0.46, -0.11], [0.23, -0.48, -0.25], [0.36, 0.40, 0.52], [0.68, -1.53, -0.75], [-0.56, 0.17, 0.39], [-0.06, -0.06, -0.39], [-0.06, -0.20, 0.06], [-0.32, -0.16, 0.03], [0.08, 0.05, 0.19], [0.01, 0.22, -0.13], [0.63, -0.24, -0.01], [0.15, 0.01, 0.20], [0.07, 0.76, 0.35], [-0.67, -1.27, -0.26], [-0.05, 0.21, -0.09], [0.12, 1.07, 0.27], [-0.06, -0.05, -0.10], [-0.17, 0.19, 0.42], [0.09, -0.03, 0.37], [0.11, 0.38, 0.09], [-0.04, -0.17, -0.41], [-0.33, 0.05, 0.37], [0.71, 0.15, -0.42], [-0.47, -0.24, -0.14], [-0.16, -0.47, 0.47], [0.14, 0.06, 0.06], [0.00, 0.11, -0.04], [0.34, -0.31, -0.15], [-0.37, 0.83, 0.39], [-0.16, 0.36, 0.00], [0.05, -0.11, -0.38], [0.59, -0.63, 0.19], [-0.43, 0.03, -0.72], [-0.40, 0.05, 0.65], [-0.31, -0.53, -0.08], [0.58, -0.16, -0.36], [-0.16, -0.03, -0.07], [0.15, 0.45, -0.20], [0.06, 0.37, -0.10], [-0.01, 0.02, 0.02], [-0.10, -0.09, 0.06], [-0.05, 0.21, -0.03], [-0.12, -0.10, 0.08], [-0.26, 0.12, -0.13], [-0.15, -0.06, -0.08], [0.07, 0.03, 0.03], [0.08, 0.11, -0.02], [0.10, 0.12, 0.07], [0.11, 0.07, -0.07], [0.00, 0.01, -0.07], [-0.10, 0.05, 0.10], [-0.19, -0.09, -0.08], [-0.26, 0.16, -0.04], [-0.04, 0.04, -0.01], [0.06, 0.05, -0.47], [-0.06, -0.11, -0.03], [0.24, 0.08, -0.02], [-0.08, -0.01, 0.04], [0.00, -0.20, -0.05], [-0.13, -0.12, -0.07], [0.24, -0.09, -0.18], [-0.05, 0.01, 0.07], [-0.04, 0.22, 0.23], [-0.06, 0.07, 0.05], [-0.09, -0.02, -0.02], [0.17, -0.18, -0.06], [-0.23, -0.35, -0.15], [0.20, 0.11, 0.25], [-0.02, -0.01, 0.06], [-0.08, 0.04, -0.02], [0.03, -0.02, 0.18], [-0.02, -0.03, -0.08], [-0.09, 0.15, 0.18], [0.20, -0.20, -0.30], [-0.01, 0.07, -0.08], [0.11, 0.16, -0.16], [0.06, 0.04, 0.00], [0.03, 0.29, -0.06], [0.21, 0.19, 0.25], [-0.01, -0.02, 0.06], [0.04, 0.14, 0.28], [-0.21, 0.05, 0.12], [0.02, -0.02, 0.02], [0.08, -0.03, 0.00], [-0.06, -0.06, -0.19], [-0.05, -0.07, -0.04], [-0.04, -0.13, 0.03], [-0.09, 0.03, 0.11], [0.01, -0.06, 0.15], [-0.04, 0.09, 0.08], [-0.02, -0.04, 0.12], [0.09, 0.04, 0.02], [0.01, 0.10, 0.03], [0.10, 0.04, -0.10], [-0.02, 0.05, -0.13], [-0.07, -0.11, -0.07], [0.12, 0.17, 0.01], [0.01, 0.00, -0.03], [0.01, 0.01, -0.07], [0.00, -0.01, 0.05], [0.01, 0.00, -0.03], [-0.13, -0.17, -0.01], [-0.04, -0.08, -0.10], [-0.01, -0.07, 0.07], [-0.08, -0.01, 0.06], [0.06, 0.02, 0.08], [-0.01, 0.07, 0.07], [0.07, 0.08, -0.08], [0.26, -0.13, 0.20], [0.00, -0.06, -0.03], [-0.02, -0.02, 0.01], [0.00, 0.01, 0.01], [0.00, -0.05, -0.08], [-0.32, 0.10, -0.08], [-0.09, -0.06, -0.12], [-0.08, 0.08, 0.07], [0.01, 0.14, -0.03], [0.05, 0.02, 0.11], [0.05, 0.13, 0.00], [0.11, -0.15, -0.01], [0.29, 0.03, -0.16], [-0.21, -0.07, 0.07], [0.09, -0.11, 0.01], [0.05, 0.14, -0.01], [-0.05, -0.06, -0.02], [-0.22, 0.03, 0.11], [-0.18, -0.11, 0.03], [0.04, 0.04, 0.09], [-0.02, 0.12, -0.02], [0.10, 0.01, 0.04], [0.05, 0.07, -0.07], [0.03, -0.13, -0.08], [-0.12, 0.25, -0.02], [0.01, 0.01, -0.05], [-0.03, 0.04, -0.06], [0.01, -0.01, 0.02], [0.01, -0.01, -0.04], [0.08, -0.18, -0.02], [0.02, -0.08, -0.09], [0.08, -0.04, 0.06], [-0.01, -0.09, 0.08], [0.03, 0.07, 0.07], [-0.06, 0.03, 0.08], [-0.05, 0.09, -0.08], [-0.01, 0.01, 0.22], [0.20, -0.08, -0.10], [-0.02, -0.05, 0.04], [0.00, 0.01, 0.01], [0.01, -0.03, -0.03], [0.10, 0.14, -0.11], [0.05, 0.00, -0.11], [0.01, 0.09, -0.05], [0.01, 0.09, 0.01], [-0.10, 0.01, 0.03], [-0.03, 0.02, 0.10], [0.00, -0.13, 0.01]]
}


| no. | electronic energy (Eh) |
| --- | --- |
| 1 | -308.69575 |
| 2 | -441.13589 |
| 3 | -1602.98536 |
| 4 | -4159.27777 |